Entry 1:
{"formula": "C35H63F5O11PS", "method": "ωB97M-V with the def2-TZVPD basis set", "symbols": ["C", "C", "C", "C", "O", "P", "C", "S", "C", "C", "C", "F", "F", "C", "C", "C", "C", "C", "C", "F", "F", "F", "C", "H", "H", "H", "H", "H", "H", "H", "H", "H", "H", "H", "H", "H", "H", "H", "H", "H", "H", "H", "H", "H", "H", "H", "O", "C", "O", "C", "C", "C", "H", "H", "H", "H", "H", "H", "H", "H", "O", "C", "O", "C", "C", "C", "H", "H", "H", "H", "H", "H", "H", "H", "O", "C", "O", "C", "C", "C", "H", "H", "H", "H", "H", "H", "H", "H", "O", "C", "O", "C", "C", "C", "H", "H", "H", "H", "H", "H", "H", "H", "O", "C", "O", "C", "C", "C", "H", "H", "H", "H", "H", "H", "H", "H"], "xyz": [[3.993560, -6.562717, -0.647891], [2.757879, -5.952505, 0.029554], [1.513710, -5.961649, -0.862817], [0.415222, -5.170204, -0.167660], [-0.870334, -5.407887, -0.661112], [-1.321541, -4.567016, -2.100976], [-2.978889, -5.535381, -2.161579], [-3.681399, -6.149372, -0.591464], [-5.373595, -5.475144, -0.583377], [-5.695245, -4.762957, 0.729393], [-2.152757, -3.065444, -1.099825], [-3.463073, -2.828023, -1.463371], [-2.203342, -3.295990, 0.257681], [-1.386102, -1.765622, -1.269742], [-1.073794, -1.275905, -2.546315], [-0.361720, -0.090727, -2.702958], [0.032874, 0.637770, -1.577681], [-0.275017, 0.156771, -0.309525], [0.102780, 0.901315, 0.927320], [-0.989885, 1.354840, 1.576760], [0.858201, 1.977295, 0.716964], [0.741594, 0.122241, 1.803601], [-0.987347, -1.037983, -0.150125], [3.730924, -7.296856, -1.402647], [4.636311, -5.791949, -1.065126], [4.596780, -7.077167, 0.101636], [2.541346, -6.514084, 0.935450], [2.977170, -4.921240, 0.305192], [1.749777, -5.543986, -1.839571], [1.211033, -6.995325, -0.981831], [0.412633, -5.500080, 0.877501], [0.675466, -4.105604, -0.142542], [-0.689104, -5.590695, -2.931136], [-0.083161, -3.807296, -2.137376], [-1.728527, -3.871524, -3.335488], [-3.743842, -4.983881, -2.699661], [-2.774877, -6.423992, -2.754232], [-6.063784, -6.292090, -0.774212], [-5.450073, -4.756507, -1.392089], [-5.454341, -3.707878, 0.624067], [-5.128002, -5.147093, 1.570096], [-6.765646, -4.810683, 0.928732], [-1.380034, -1.833978, -3.414578], [-0.102781, 0.292245, -3.677128], [0.566992, 1.568580, -1.695716], [-1.223063, -1.368896, 0.845793], [5.891986, 2.079566, 0.181951], [5.241845, 3.085794, 0.162562], [5.774987, 4.195413, -0.396976], [4.988396, 5.346372, -0.718335], [4.754178, 6.263557, 0.461630], [3.886336, 3.181046, 0.825116], [4.046184, 5.044548, -1.179310], [5.560224, 5.863553, -1.487544], [4.190716, 5.762576, 1.247296], [4.196877, 7.147952, 0.151615], [5.699693, 6.582925, 0.899758], [4.045185, 3.377404, 1.885144], [3.374949, 2.229134, 0.715452], [3.237560, 3.949543, 0.410936], [1.214192, -8.055358, -3.251425], [1.925639, -7.934306, -4.202225], [3.248007, -7.705809, -4.003581], [4.202569, -7.694308, -5.059371], [4.290801, -6.337500, -5.728209], [1.377049, -7.935236, -5.611371], [4.001458, -8.494275, -5.774923], [5.153001, -7.931754, -4.582305], [3.348990, -6.061507, -6.202636], [5.072741, -6.335961, -6.489217], [4.519908, -5.570601, -4.988635], [1.019902, -6.932259, -5.841937], [0.534965, -8.621470, -5.641847], [2.089834, -8.248631, -6.371782], [0.560001, 6.500701, 0.819594], [-0.473159, 6.019088, 1.206740], [-1.587714, 6.770039, 1.171369], [-2.891335, 6.231157, 1.432893], [-3.211906, 6.197678, 2.911780], [-0.531004, 4.635600, 1.804321], [-3.002881, 5.251982, 0.965916], [-3.577682, 6.902264, 0.919966], [-2.531348, 5.543162, 3.456861], [-4.229319, 5.840308, 3.070849], [-3.118954, 7.196566, 3.339413], [-0.254352, 4.703723, 2.856504], [0.185375, 4.010715, 1.288880], [-1.501114, 4.153187, 1.720696], [4.736222, 7.576857, 4.974950], [3.611574, 7.401048, 4.594444], [3.316829, 7.638328, 3.304106], [2.060770, 7.296490, 2.700787], [1.022700, 8.376947, 2.915904], [2.506451, 6.993262, 5.542679], [1.718603, 6.317943, 3.042511], [2.268610, 7.197622, 1.639744], [0.795376, 8.515308, 3.974190], [0.100103, 8.122806, 2.393488], [1.389197, 9.329791, 2.534092], [2.113482, 7.887987, 6.023393], [2.936091, 6.345612, 6.302639], [1.689622, 6.453196, 5.069944], [-6.908259, 3.214150, 3.172678], [-6.109882, 2.430115, 2.734613], [-5.019146, 2.904604, 2.105617], [-3.923474, 2.069523, 1.704140], [-4.156406, 1.429836, 0.351681], [-6.332993, 0.937438, 2.809190], [-3.694627, 1.332984, 2.474484], [-3.066862, 2.738541, 1.651138], [-5.016640, 0.760781, 0.364702], [-3.282229, 0.854138, 0.045720], [-4.351690, 2.197540, -0.398322], [-6.956956, 0.637005, 1.968817], [-6.861524, 0.721197, 3.734053], [-5.420702, 0.346645, 2.803020]], "forces_ev_per_a": [[0.08, -0.01, 0.67], [0.11, -0.05, -0.73], [0.39, 0.25, 0.66], [-0.14, -0.57, 0.32], [0.04, 0.45, -0.33], [-0.10, -0.80, -0.88], [0.05, -0.37, 0.39], [-0.04, 0.27, -0.02], [0.31, -0.09, 0.11], [-0.21, 0.29, -0.37], [0.84, 0.11, 0.27], [-0.36, 0.07, -0.25], [-0.26, 0.00, 0.23], [-0.15, 0.29, 0.05], [0.20, 0.33, 0.23], [-0.12, -0.03, 0.75], [-0.12, -0.23, 0.03], [-0.15, -0.23, -0.53], [-0.43, -0.67, -0.25], [-0.56, 0.24, 0.37], [0.62, 0.45, -0.31], [0.36, -0.15, 0.30], [0.31, 0.42, -0.55], [-0.08, 0.02, -0.21], [-0.02, 0.04, -0.35], [0.15, -0.06, 0.01], [-0.11, 0.06, 0.21], [0.06, 0.09, 0.27], [-0.05, -0.03, -0.19], [-0.26, -0.10, -0.27], [-0.09, 0.04, 0.15], [-0.03, 0.17, -0.16], [-0.05, 0.07, 0.03], [0.01, 0.15, 0.25], [-0.10, 0.15, 0.14], [-0.06, 0.25, 0.10], [0.21, -0.06, -0.14], [-0.20, -0.05, -0.01], [-0.04, -0.03, -0.22], [0.23, 0.11, 0.11], [-0.04, -0.20, 0.12], [-0.10, -0.12, 0.21], [-0.08, -0.14, -0.07], [-0.05, -0.08, -0.19], [0.10, 0.06, 0.02], [-0.06, -0.27, 0.10], [0.07, 0.00, -0.02], [-0.11, 0.09, 0.20], [0.11, -0.04, -0.13], [-0.16, 0.17, -0.03], [0.14, -0.11, 0.20], [-0.21, -0.07, -0.34], [-0.03, -0.06, 0.02], [0.06, -0.05, 0.01], [-0.04, 0.09, -0.01], [0.01, 0.00, -0.03], [0.02, 0.03, -0.05], [-0.02, 0.02, 0.02], [0.15, -0.10, 0.11], [0.05, 0.06, 0.08], [0.09, -0.28, 0.05], [-0.21, 0.28, -0.16], [0.08, -0.17, 0.16], [0.09, 0.10, -0.13], [-0.09, 0.07, 0.00], [0.15, -0.32, -0.12], [-0.04, 0.03, -0.01], [-0.03, -0.01, 0.07], [0.01, -0.04, -0.04], [0.01, -0.01, 0.01], [0.04, -0.02, 0.02], [-0.01, 0.02, 0.02], [-0.09, 0.11, 0.10], [0.02, 0.13, 0.00], [-0.62, -0.38, -0.69], [-0.14, -0.30, 0.03], [0.10, 0.13, -0.20], [-0.26, -0.08, 0.17], [0.11, 0.03, 0.08], [-0.18, 0.00, -0.30], [0.04, -0.01, 0.02], [0.08, 0.05, -0.04], [-0.04, -0.06, -0.02], [0.00, -0.03, -0.04], [-0.03, 0.02, -0.03], [-0.02, -0.03, 0.04], [0.20, 0.04, 0.05], [0.03, 0.08, 0.15], [0.11, 0.01, 0.04], [-0.19, 0.15, -0.03], [0.26, -0.09, 0.08], [0.08, 0.29, 0.01], [-0.10, 0.10, 0.24], [0.00, -0.38, -0.07], [0.10, 0.02, 0.06], [0.24, 0.09, 0.34], [0.00, -0.03, 0.04], [0.15, 0.19, 0.11], [0.01, -0.01, -0.06], [-0.02, 0.02, -0.01], [0.08, 0.12, 0.06], [-0.05, 0.13, -0.02], [0.03, 0.07, 0.01], [-0.17, -0.18, -0.07], [0.14, 0.24, 0.11], [0.08, -0.20, -0.23], [-0.12, 0.02, -0.02], [0.23, -0.04, 0.29], [-0.04, 0.00, 0.01], [-0.08, 0.04, 0.05], [0.04, -0.06, 0.03], [0.00, 0.00, 0.01], [0.05, 0.02, 0.00], [0.00, -0.01, -0.03], [-0.13, 0.07, -0.06], [-0.03, 0.00, -0.14]], "lowdin_charge": [-0.11, -0.27, -0.22, -0.33, -0.41, 0.50, -0.59, 0.81, -0.57, -0.18, -0.52, 0.01, 0.00, -0.15, -0.03, -0.06, -0.03, -0.13, -0.60, 0.12, 0.12, 0.16, 0.04, 0.05, 0.06, 0.06, 0.10, 0.10, 0.10, 0.10, 0.12, 0.10, -0.02, 0.00, -0.02, 0.02, 0.01, 0.04, 0.05, 0.06, 0.05, 0.05, 0.09, 0.10, 0.11, 0.13, 0.11, -0.52, 0.00, -0.23, -0.06, 0.01, 0.12, 0.12, 0.05, 0.09, 0.09, 0.10, 0.08, 0.06, 0.12, -0.52, -0.02, -0.25, -0.06, 0.01, 0.11, 0.12, 0.07, 0.08, 0.08, 0.10, 0.09, 0.06, 0.06, -0.51, 0.00, -0.22, -0.05, 0.04, 0.11, 0.13, 0.07, 0.08, 0.08, 0.10, 0.07, 0.05, 0.10, -0.53, 0.00, -0.25, -0.04, 0.01, 0.11, 0.09, 0.07, 0.06, 0.09, 0.09, 0.09, 0.07, 0.09, -0.53, -0.01, -0.24, -0.04, 0.02, 0.12, 0.08, 0.07, 0.07, 0.09, 0.10, 0.09, 0.07], "gap_ev": 6.0, "lumo_energy_ev": 1.7874, "largest_force_ev_per_a": 1.19, "charge": -1, "homo_ev": -4.22}

=====

Entry 2:
{"formula": "C35H64N5O3", "method": "ωB97M-V with the def2-TZVPD basis set", "symbols": ["C", "C", "C", "C", "C", "C", "N", "O", "C", "C", "C", "H", "H", "H", "H", "H", "H", "H", "H", "H", "H", "H", "H", "H", "H", "H", "H", "H", "H", "C", "C", "C", "C", "C", "C", "N", "O", "C", "C", "C", "H", "H", "H", "H", "H", "H", "H", "H", "H", "H", "H", "H", "H", "H", "H", "H", "H", "H", "C", "C", "C", "C", "C", "C", "N", "O", "C", "C", "C", "H", "H", "H", "H", "H", "H", "H", "H", "H", "H", "H", "H", "H", "H", "H", "H", "H", "H", "N", "C", "C", "C", "C", "H", "H", "H", "H", "H", "N", "C", "C", "C", "C", "H", "H", "H", "H", "H"], "xyz": [[-4.807387, -1.474145, 4.371072], [-4.513367, -2.639225, 5.359852], [-5.240677, -3.855645, 4.724452], [-4.803157, -5.179215, 5.364832], [-3.335807, -5.318195, 5.221582], [-2.507367, -4.209875, 5.882412], [-3.073267, -2.858495, 5.561882], [-2.291147, -1.655555, 6.079142], [-2.388477, -4.585935, 7.354912], [-1.051067, -4.465575, 5.307582], [-5.160387, -2.262105, 6.741262], [-4.499687, -0.491405, 4.728352], [-5.863477, -1.399835, 4.111712], [-4.316567, -1.598505, 3.405812], [-6.327007, -3.778595, 4.769572], [-5.068587, -3.975295, 3.654792], [-5.237007, -5.985065, 4.772822], [-5.072277, -5.336465, 6.409312], [-3.175037, -5.271135, 4.144532], [-3.102017, -6.296175, 5.642292], [-1.757057, -5.467935, 7.462112], [-1.801007, -3.825545, 7.869472], [-3.324767, -4.735575, 7.892572], [-0.967567, -4.112025, 4.279892], [-0.348067, -3.825595, 5.840792], [-0.813357, -5.526955, 5.378882], [-6.243777, -2.204835, 6.635972], [-4.830957, -1.246885, 6.962432], [-4.843347, -2.973045, 7.504252], [3.548733, 4.033605, 3.713732], [2.252013, 3.972765, 4.572692], [1.890263, 2.545075, 4.776852], [2.726313, 1.785325, 5.833612], [2.690293, 2.560805, 7.097452], [3.158093, 4.003715, 6.971932], [2.365553, 4.663045, 5.916892], [2.497723, 6.081195, 5.807512], [2.831373, 4.539425, 8.417142], [4.719663, 4.006625, 6.856612], [1.049193, 4.667555, 3.762822], [4.212333, 3.191855, 3.911692], [4.071753, 4.965945, 3.926572], [3.251783, 4.151375, 2.671592], [0.839913, 2.500835, 5.064752], [2.018923, 2.044295, 3.817282], [3.720443, 1.624645, 5.416482], [2.259113, 0.805125, 5.928642], [3.211683, 2.099895, 7.936382], [1.646723, 2.517955, 7.409252], [2.908383, 3.940635, 9.324672], [3.412413, 5.438495, 8.622442], [1.799263, 4.887645, 8.457072], [5.203163, 3.420225, 7.637932], [5.147063, 3.843695, 5.867222], [4.952913, 5.029415, 7.152572], [0.138803, 4.637795, 4.361502], [0.920663, 4.142185, 2.816482], [1.282853, 5.708915, 3.541292], [1.194593, -1.738615, -10.900018], [0.955093, -0.890825, -9.679238], [2.111893, 0.125425, -9.692278], [1.985303, 1.242395, -10.621968], [0.559863, 1.913445, -10.503188], [-0.652537, 0.935315, -10.410658], [-0.348117, -0.247465, -9.537568], [-1.430717, -1.098925, -9.187978], [-1.773697, 1.817655, -9.773818], [-1.178507, 0.595725, -11.848868], [1.358673, -1.790385, -8.515288], [2.106793, -2.333155, -10.849978], [1.202893, -1.140545, -11.811248], [0.339103, -2.407645, -10.992918], [2.138153, 0.594675, -8.708808], [3.116043, -0.284175, -9.801928], [1.978093, 0.894435, -11.654918], [2.815303, 1.948575, -10.644788], [0.644943, 2.628955, -11.321058], [0.595263, 2.478135, -9.571538], [-1.471627, 2.299235, -8.843798], [-2.112327, 2.687265, -10.337018], [-2.619137, 1.222895, -9.427988], [-0.803417, -0.349495, -12.241258], [-2.267137, 0.642255, -11.820338], [-0.956427, 1.388515, -12.563198], [2.339773, -2.253925, -8.618548], [0.680553, -2.635695, -8.632388], [1.335273, -1.463125, -7.475848], [1.765743, 1.373955, -3.756998], [2.980513, 0.987355, -3.302338], [3.324043, 1.830925, -2.247948], [2.523883, 2.927835, -2.345838], [1.492873, 2.564415, -3.189338], [1.204863, 0.844725, -4.409248], [3.327493, -0.012255, -3.518648], [4.078153, 1.771015, -1.477148], [2.547043, 3.835725, -1.761378], [0.714453, 3.193225, -3.595638], [-0.234857, -1.684265, -0.776438], [-0.493237, -2.764855, -1.598168], [-1.465927, -3.559875, -0.963288], [-1.775087, -2.911925, 0.244452], [-1.070197, -1.727945, 0.355572], [0.334423, -0.875305, -0.980428], [-0.122167, -2.831655, -2.610228], [-1.684947, -4.554045, -1.323928], [-2.343497, -3.384665, 1.031742], [-0.911217, -1.058505, 1.188022]], "forces_ev_per_a": [[0.64, 0.31, -0.10], [-1.63, 1.07, -0.29], [0.40, -1.04, 0.92], [-0.89, 0.22, -0.32], [-0.17, 0.46, -0.59], [1.15, -1.36, -0.49], [3.40, 3.47, 1.83], [-3.44, -5.39, -2.22], [0.45, 0.99, 0.77], [-0.83, 1.82, 0.07], [0.43, 0.06, -1.07], [0.10, -0.13, 0.29], [-0.17, -0.26, 0.41], [0.29, -0.31, 0.06], [0.01, 0.55, 0.42], [0.52, 0.37, -0.12], [-0.32, -0.17, 0.23], [-0.44, 0.33, 0.05], [0.53, -0.38, -0.14], [0.74, 0.10, -0.22], [-0.33, -0.26, -0.23], [-0.25, 0.30, 0.14], [-0.06, 0.02, -0.13], [-0.25, -0.29, -0.20], [0.16, -0.33, 0.29], [0.03, 0.20, 0.06], [-0.03, -0.32, 0.09], [0.24, -0.20, 0.35], [-0.23, 0.18, 0.11], [-0.45, 1.20, 0.64], [-0.68, 1.60, -0.78], [-0.18, -1.19, 0.53], [-0.28, -0.09, -1.60], [-0.66, -0.58, 0.28], [0.31, -1.48, 2.46], [1.39, 4.36, -1.15], [-0.35, -5.13, 0.67], [-0.55, 2.05, -0.66], [-0.68, 1.72, -0.09], [1.44, -0.24, 0.93], [-0.08, 0.03, -0.31], [0.16, -0.02, 0.17], [0.14, -0.61, -0.08], [-0.14, -0.21, 0.01], [-0.28, -0.06, -0.10], [0.27, 0.01, 0.24], [0.15, -0.10, 0.21], [0.34, -0.07, -0.22], [-0.27, 0.41, 0.15], [0.52, -0.86, -0.66], [0.09, 0.11, -0.06], [-0.18, -0.01, -0.29], [-0.33, -0.47, -0.23], [-0.15, -0.29, 0.16], [0.45, 0.21, -0.37], [0.01, -0.09, -0.07], [-0.09, -0.15, 0.11], [0.07, -0.06, 0.10], [-1.60, -0.44, -1.23], [3.44, 0.19, 0.89], [0.29, 1.18, 1.55], [-2.05, 0.63, -2.27], [2.63, -0.55, 1.08], [-0.77, 1.97, -0.85], [-3.22, -2.18, 0.21], [3.97, 3.22, -1.42], [-0.03, -0.45, 1.43], [-0.12, -0.09, 0.48], [-1.29, -1.73, 0.41], [-0.06, 0.23, 0.18], [0.17, -0.01, -0.04], [0.05, -0.35, -0.16], [-0.02, -0.05, 0.48], [-0.30, -0.87, -0.04], [0.25, -0.44, -0.30], [-0.18, 0.24, 0.61], [-1.34, -0.03, -0.09], [-0.17, 0.18, 0.07], [0.64, -0.20, 0.19], [0.12, -0.47, -0.76], [-0.17, -0.18, -0.59], [-0.23, 0.05, 0.04], [-0.04, -0.75, 0.03], [0.53, 0.07, 0.17], [0.16, 0.48, -0.52], [-0.16, -0.27, 0.68], [-0.47, 0.65, -0.23], [0.46, 0.13, -0.53], [0.33, -1.92, 1.98], [2.13, -0.94, -0.76], [-2.66, 0.91, 0.38], [-0.84, 1.99, -0.75], [0.14, 0.42, 0.05], [0.14, 0.08, -0.01], [0.45, -0.45, -0.54], [0.02, -0.10, -0.03], [-0.20, -0.16, 0.22], [-1.12, 0.09, 0.51], [-1.09, 0.12, 0.92], [2.03, 0.92, -1.06], [-0.13, -0.09, 0.93], [1.05, -1.22, -1.28], [-0.06, -0.30, -0.23], [0.30, -0.01, 0.23], [-0.51, 0.17, 0.17], [-0.24, 0.34, 0.02], [-0.20, 0.01, -0.18]], "lowdin_spin": [0.01, 0.02, 0.00, 0.00, 0.00, 0.02, 0.35, 0.56, 0.01, 0.01, 0.02, 0.00, 0.00, 0.00, 0.00, 0.00, 0.00, 0.00, 0.00, 0.00, 0.00, 0.00, 0.00, 0.00, 0.00, 0.00, 0.00, 0.00, 0.00, 0.01, 0.02, 0.00, 0.00, 0.00, 0.02, 0.33, 0.59, 0.00, 0.02, 0.00, 0.00, 0.00, 0.00, 0.00, 0.00, 0.00, 0.00, 0.00, 0.00, 0.00, 0.00, 0.00, 0.00, 0.00, 0.00, 0.00, 0.00, 0.00, 0.02, 0.02, 0.00, 0.00, 0.00, 0.02, 0.34, 0.57, 0.00, 0.02, 0.00, 0.00, 0.00, 0.00, 0.00, 0.00, 0.00, 0.00, 0.00, 0.00, 0.00, 0.00, 0.00, 0.00, 0.00, 0.00, 0.00, 0.00, 0.00, 0.00, 0.00, 0.00, 0.00, 0.00, 0.00, 0.00, 0.00, 0.00, 0.00, 0.00, 0.00, 0.00, 0.00, 0.00, 0.00, 0.00, 0.00, 0.00, 0.00], "gap_ev": [8.5, 7.8], "lumo_energy_ev": [0.2659, -0.4266], "largest_force_ev_per_a": 6.77, "spin_multiplicity": 4, "homo_ev": [-8.19, -8.19]}